No. 1
A molecular structure, C27H41N9O3PSb2Ta at a distorted geometry. Source: the OMol25 dataset; level of theory: ωB97M-V/def2-TZVPD.

Each line ends with the Löwdin charge.
Geometry (Å):
Ta: 0.11 -0.43 0.40  1.48
C: -4.33 -3.23 -2.23  0.01
N: -2.99 -2.77 -1.97  -0.10
C: -1.89 -3.15 -2.65  0.01
C: -0.82 -2.50 -2.09  -0.13
N: -1.27 -1.71 -1.07  -0.06
C: -2.60 -1.90 -1.02  -0.42
P: -3.73 -1.29 0.28  1.24
C: -2.65 -1.88 1.65  -0.41
N: -1.35 -1.60 1.82  -0.04
C: -0.96 -2.32 2.91  -0.11
C: -2.02 -3.02 3.39  0.02
N: -3.07 -2.74 2.59  -0.10
C: -4.41 -3.26 2.73  0.01
C: -3.10 0.43 0.39  -0.42
N: -1.82 0.84 0.48  -0.13
C: -1.88 2.18 0.75  -0.15
C: -3.19 2.57 0.80  0.00
N: -3.94 1.47 0.57  -0.10
C: -5.38 1.44 0.52  0.01
H: -4.38 -3.63 -3.24  0.12
H: -4.61 -4.03 -1.54  0.12
H: -5.05 -2.42 -2.13  0.10
H: -1.91 -3.86 -3.46  0.16
H: 0.21 -2.58 -2.36  0.12
H: 0.05 -2.29 3.28  0.11
H: -2.10 -3.69 4.23  0.15
H: -4.46 -3.85 3.64  0.12
H: -5.14 -2.45 2.79  0.10
H: -4.67 -3.91 1.89  0.11
H: -1.00 2.77 0.88  0.11
H: -3.63 3.54 0.99  0.15
H: -5.76 2.46 0.49  0.12
H: -5.73 0.91 -0.37  0.10
H: -5.79 0.95 1.41  0.11
C: -1.26 2.70 -2.30  -0.25
Sb: 0.18 1.10 -2.08  1.39
C: -0.42 0.04 -3.86  -0.24
C: 1.84 2.30 -2.98  -0.25
C: 3.06 1.59 -3.43  -0.28
C: 3.16 1.18 -4.75  -0.02
C: 4.32 0.59 -5.24  -0.01
C: 5.40 0.36 -4.38  -0.02
C: 5.30 0.72 -3.05  -0.01
C: 4.16 1.38 -2.56  -0.29
C: 4.18 1.90 -1.21  -0.19
Sb: 2.98 0.65 0.34  1.47
C: 4.47 -0.91 0.49  -0.23
C: 3.60 1.66 2.15  -0.26
H: -1.22 3.00 -3.34  0.04
H: -1.03 3.56 -1.68  0.03
H: -2.26 2.34 -2.08  0.01
H: -0.43 0.78 -4.67  0.04
H: -1.43 -0.36 -3.74  0.02
H: 0.28 -0.75 -4.11  0.02
H: 2.06 3.10 -2.27  0.07
H: 1.33 2.73 -3.84  0.08
H: 2.33 1.36 -5.42  0.12
H: 4.38 0.29 -6.27  0.13
H: 6.31 -0.09 -4.76  0.13
H: 6.14 0.54 -2.39  0.13
H: 3.75 2.89 -1.08  0.07
H: 5.15 1.84 -0.74  0.08
H: 5.42 -0.41 0.63  0.04
H: 4.50 -1.51 -0.42  0.03
H: 4.27 -1.55 1.36  0.03
H: 4.63 1.98 1.98  0.04
H: 3.58 0.98 3.00  0.02
H: 2.99 2.55 2.35  0.00
C: 1.35 2.52 4.93  0.02
N: 0.72 1.26 4.57  -0.14
C: 0.40 0.38 5.68  0.03
C: 0.49 0.95 3.37  -0.19
N: 0.29 0.71 2.23  0.04
H: 0.72 3.05 5.64  0.12
H: 1.49 3.15 4.05  0.10
H: 2.31 2.33 5.41  0.12
H: -0.28 0.89 6.37  0.12
H: 1.31 0.14 6.23  0.12
H: -0.07 -0.54 5.34  0.09
O: 1.47 -1.46 1.47  -0.14
N: 1.21 -2.14 0.46  -0.63
O: 0.76 -3.24 0.51  0.24
O: 1.37 -1.52 -0.62  -0.23

The gap between HOMO and LUMO (spin up / spin down) comes out at 3.793 / 3.788 eV. As for the total charge: +4. For the LUMO energy (spin up / spin down), the calculation gives -13.905 / -13.909 eV.



No. 2
A molecular structure, C27H42AsN6S2V. Source: the OMol25 dataset; level of theory: ωB97M-V/def2-TZVPD.

Each line ends with the Mulliken spin population.
Geometry (Å):
V: -0.72 1.09 -0.21  1.33
C: 4.12 0.16 -3.87  0.00
C: 2.89 -0.73 -4.00  0.00
N: 1.66 0.03 -3.92  0.00
C: 1.11 0.29 -2.67  0.00
S: -0.58 0.74 -2.63  -0.02
N: 1.84 0.17 -1.63  0.01
N: 1.20 0.47 -0.44  -0.10
C: 2.00 0.30 0.70  0.05
C: 3.43 -0.13 0.62  0.00
C: 1.33 0.51 1.86  -0.01
C: 1.85 0.36 3.20  0.02
C: 1.07 0.57 4.28  -0.02
C: -0.30 0.95 4.10  0.00
C: -0.76 1.09 2.82  0.04
N: -0.02 0.90 1.70  -0.10
H: 5.04 -0.43 -3.90  0.00
H: 4.09 0.70 -2.92  0.00
H: 4.16 0.90 -4.68  0.00
H: 2.92 -1.49 -3.22  0.00
H: 2.91 -1.24 -4.97  0.00
H: 0.95 -0.22 -4.60  0.00
H: 3.83 0.07 -0.37  0.00
H: 3.56 -1.21 0.80  0.00
H: 4.04 0.39 1.36  0.00
H: 2.89 0.05 3.31  0.00
H: 1.48 0.44 5.28  0.00
H: -0.96 1.12 4.94  0.00
H: -1.79 1.38 2.63  -0.01
S: -1.29 5.60 -0.96  0.01
C: -1.42 3.89 -1.01  0.04
N: -0.51 3.24 -0.37  -0.03
C: 0.41 4.10 0.21  0.02
C: 1.54 3.71 0.93  -0.01
C: 2.35 4.69 1.45  0.00
C: 2.06 6.05 1.25  0.00
C: 0.96 6.45 0.52  0.00
C: 0.14 5.45 0.00  0.00
H: -2.22 3.39 -1.54  0.00
H: 1.76 2.65 1.06  0.00
H: 3.23 4.42 2.02  0.00
H: 2.72 6.80 1.67  0.00
H: 0.75 7.50 0.36  0.00
C: -2.43 -4.11 1.58  0.00
C: -1.78 -4.10 0.20  0.00
As: -0.65 -2.47 -0.01  0.02
C: 0.42 -2.96 -1.60  0.00
C: 0.37 -4.40 -2.09  0.00
C: 0.66 -2.88 1.41  0.00
C: 1.34 -4.24 1.38  0.00
H: -3.16 -4.92 1.67  0.00
H: -2.94 -3.17 1.79  0.00
H: -1.68 -4.25 2.36  0.00
H: -2.54 -4.05 -0.58  0.00
H: -1.21 -5.01 0.03  0.00
H: 1.44 -2.64 -1.37  0.00
H: 0.07 -2.28 -2.38  0.00
H: 0.73 -5.10 -1.33  0.00
H: 1.00 -4.53 -2.98  0.00
H: -0.64 -4.70 -2.36  0.00
H: 0.15 -2.70 2.36  0.00
H: 1.39 -2.07 1.32  0.00
H: 0.61 -5.06 1.45  0.00
H: 2.03 -4.35 2.22  0.00
H: 1.91 -4.38 0.47  0.00
C: -4.19 0.57 -1.64  -0.01
C: -3.80 0.74 -0.17  0.04
C: -4.59 1.90 0.45  -0.01
C: -4.11 -0.56 0.60  -0.01
N: -2.40 1.02 -0.08  -0.23
H: -5.25 0.31 -1.74  0.00
H: -3.58 -0.21 -2.09  0.00
H: -4.01 1.49 -2.19  0.00
H: -5.67 1.72 0.39  0.00
H: -4.36 2.83 -0.07  0.00
H: -4.32 2.02 1.50  0.00
H: -5.18 -0.78 0.58  0.00
H: -3.78 -0.46 1.63  0.00
H: -3.57 -1.39 0.14  0.00

The gap between HOMO and LUMO (spin up / spin down) comes out at 4.345 / 4.417 eV. As for the total charge: -1. For the LUMO energy (spin up / spin down), the calculation gives 2.349 / 2.348 eV. As for the spin multiplicity: 2.



No. 3
A molecular structure, C27H42AuBr2NO3Si. Source: the OMol25 dataset; level of theory: ωB97M-V/def2-TZVPD.

Each line ends with the Mulliken spin population.
Geometry (Å):
Au: -0.52 1.81 -0.48  0.52
C: 2.28 9.26 -0.40  0.00
O: 1.25 8.26 -0.34  -0.03
C: 1.57 6.99 -0.56  -0.05
C: 2.84 6.53 -0.91  0.25
C: 3.06 5.15 -1.16  0.03
C: 2.08 4.19 -1.07  0.06
C: 2.37 2.79 -1.47  0.01
C: 3.76 2.32 -1.74  0.01
O: 1.48 1.95 -1.58  0.08
C: 0.76 4.66 -0.66  0.14
O: -0.25 3.93 -0.45  0.36
C: 0.54 6.06 -0.45  0.27
H: 1.80 10.19 -0.13  0.00
H: 2.68 9.33 -1.41  0.00
H: 3.07 9.03 0.32  0.00
H: 3.68 7.20 -1.00  0.00
H: 4.06 4.89 -1.46  0.02
H: 4.52 3.09 -1.85  0.00
H: 3.74 1.71 -2.65  0.00
H: 4.05 1.67 -0.92  0.00
H: -0.46 6.37 -0.18  0.00
C: -0.49 1.00 4.97  0.00
C: -1.34 1.30 3.77  0.01
C: -2.73 1.40 3.84  -0.01
C: -3.48 1.67 2.71  0.01
C: -2.81 1.82 1.51  0.00
Br: -3.76 2.19 -0.07  0.00
N: -1.48 1.73 1.42  0.16
C: -0.76 1.47 2.53  -0.02
H: -1.10 0.91 5.87  0.00
H: 0.24 1.79 5.14  0.00
H: 0.06 0.07 4.84  0.00
H: -3.23 1.27 4.79  0.00
H: -4.55 1.76 2.75  0.00
H: 0.31 1.41 2.39  0.00
C: 1.74 -4.41 -0.46  0.00
C: 1.26 -3.02 -0.97  0.00
C: 2.04 -1.93 -0.22  0.00
C: 1.62 -2.90 -2.46  0.00
Si: -0.62 -2.98 -0.68  -0.02
Br: -1.09 -0.55 -1.00  0.16
C: -1.23 -3.19 1.11  0.00
C: -1.44 -4.71 1.32  0.00
C: -0.20 -2.69 2.14  0.00
C: -2.55 -2.47 1.43  0.00
C: -1.76 -3.62 -2.07  0.02
C: -1.63 -2.90 -3.42  0.01
C: -1.34 -5.10 -2.26  0.00
C: -3.24 -3.58 -1.67  0.00
H: 2.81 -4.49 -0.64  0.00
H: 1.26 -5.24 -0.98  0.00
H: 1.58 -4.54 0.61  0.00
H: 3.10 -2.05 -0.49  0.00
H: 1.97 -2.01 0.86  0.00
H: 1.74 -0.93 -0.53  0.00
H: 2.71 -2.95 -2.55  0.00
H: 1.30 -1.95 -2.89  0.00
H: 1.22 -3.71 -3.06  0.00
H: -0.53 -5.29 1.14  0.00
H: -2.23 -5.11 0.70  0.00
H: -1.72 -4.88 2.36  0.00
H: 0.75 -3.23 2.09  0.00
H: -0.61 -2.85 3.14  0.00
H: 0.01 -1.63 2.02  0.00
H: -3.39 -2.80 0.83  0.00
H: -2.46 -1.39 1.33  0.00
H: -2.79 -2.69 2.48  0.00
H: -0.62 -2.89 -3.82  0.00
H: -2.00 -1.87 -3.37  0.00
H: -2.26 -3.44 -4.13  0.00
H: -0.33 -5.20 -2.67  0.00
H: -2.02 -5.56 -2.98  0.00
H: -1.40 -5.69 -1.35  0.00
H: -3.58 -2.56 -1.46  0.00
H: -3.48 -4.21 -0.82  0.00
H: -3.83 -3.95 -2.52  0.00

The gap between HOMO and LUMO (spin up / spin down) comes out at 8.781 / 5.979 eV. As for the total charge: +2. For the LUMO energy (spin up / spin down), the calculation gives -5.710 / -8.594 eV. As for the spin multiplicity: 3.



Molecular weight list, top to bottom, in g/mol: 995.1, 640.7, 813.5
Energy above the lowest of the compared OMol25 structures with the same formula, charge and spin list, top to bottom, in eV: 3.5710, 0.1330, 0.0000